(1)
{
  "formula": "C23H15BrN2OZn",
  "method": "ωB97M-V/def2-TZVPD",
  "total_charge": -2,
  "e_above_lowest_kcal_mol": 0.0,
  "gap_ev": [4.097, 3.937],
  "homo_ev": [0.51, 0.69],
  "e_tot_ev": -147581.3579,
  "species": ["Zn", "Br", "C", "C", "C", "C", "O", "C", "C", "N", "C", "C", "C", "C", "C", "C", "C", "C", "N", "C", "C", "H", "H", "H", "H", "H", "H", "H", "H", "H", "H", "C", "C", "C", "C", "C", "C", "C", "H", "H", "H", "H", "H"],
  "coordinates": [[0.780, 0.644, 0.493], [0.808, -5.263, -2.667], [1.113, -3.509, -1.856], [2.324, -3.436, -1.191], [2.920, -2.290, -0.617], [2.204, -1.207, -0.188], [2.757, -0.080, 0.219], [0.038, -1.365, -1.385], [-0.657, -0.234, -1.826], [-0.480, 0.896, -1.060], [-1.038, 2.139, -1.211], [-1.803, 2.586, -2.263], [-2.360, 3.880, -2.221], [-2.089, 4.745, -1.198], [-1.112, 4.375, -0.212], [-0.539, 5.316, 0.755], [0.536, 4.873, 1.578], [0.966, 3.572, 1.547], [0.374, 2.618, 0.724], [-0.616, 3.071, -0.207], [0.103, -2.573, -2.122], [2.922, -4.355, -1.199], [3.964, -2.340, -0.428], [-1.177, -0.154, -2.784], [-2.092, 1.900, -3.032], [-3.013, 4.140, -3.057], [-2.567, 5.724, -1.134], [-0.945, 6.318, 0.771], [1.071, 5.565, 2.220], [1.798, 3.218, 2.139], [-0.612, -2.677, -2.913], [0.696, -1.308, -0.038], [0.191, -2.196, 1.014], [-1.175, -2.531, 1.096], [-1.655, -3.361, 2.078], [-0.818, -3.873, 3.062], [0.516, -3.505, 3.041], [1.028, -2.684, 2.048], [-1.860, -2.157, 0.339], [-2.720, -3.601, 2.123], [-1.148, -4.635, 3.767], [1.271, -3.843, 3.764], [2.094, -2.404, 2.032]],
  "lowdin_charge": [0.82, 0.54, -0.66, -0.20, -0.10, -0.45, -0.16, -0.24, -0.10, -0.05, -0.27, -0.08, -0.16, -0.11, -0.20, -0.09, -0.17, -0.20, -0.04, -0.16, -0.14, 0.06, 0.08, 0.10, 0.07, 0.08, 0.08, 0.06, 0.07, 0.08, 0.07, -0.30, -0.19, -0.05, -0.14, -0.16, -0.14, -0.05, 0.11, 0.09, 0.07, 0.09, 0.11]
}

(2)
{
  "formula": "C23H15ClMnN8O4S3",
  "method": "ωB97M-V/def2-TZVPD",
  "spin_multiplicity": 2,
  "s2": 0.79,
  "total_charge": -2,
  "e_above_lowest_kcal_mol": 0.0,
  "gap_ev": [5.273, 5.248],
  "homo_ev": [-1.32, -1.29],
  "e_tot_ev": -120558.2092,
  "species": ["Mn", "C", "C", "N", "N", "C", "N", "S", "C", "C", "C", "C", "C", "N", "H", "H", "H", "H", "H", "H", "H", "H", "H", "S", "C", "C", "N", "C", "S", "C", "N", "O", "C", "O", "C", "C", "Cl", "N", "N", "C", "C", "O", "O", "C", "C", "C", "C", "C", "C", "H", "H", "H", "H", "H", "H"],
  "coordinates": [[0.804, 0.549, -1.295], [-0.418, 1.643, 2.628], [-0.291, 1.129, 1.231], [0.833, 0.920, 0.607], [1.977, 1.193, 1.285], [3.058, 0.944, 0.579], [4.238, 1.371, 1.149], [3.120, 0.116, -0.937], [-1.462, 0.908, 0.400], [-2.777, 1.042, 0.858], [-3.814, 0.852, -0.024], [-3.538, 0.537, -1.354], [-2.218, 0.427, -1.738], [-1.208, 0.598, -0.886], [0.571, 1.843, 3.031], [-0.929, 0.918, 3.268], [-0.995, 2.571, 2.630], [4.062, 2.255, 1.624], [4.919, 1.522, 0.416], [-2.956, 1.334, 1.883], [-4.838, 0.972, 0.307], [-4.329, 0.400, -2.078], [-1.934, 0.206, -2.760], [0.970, 2.870, -1.691], [0.646, 3.784, -0.215], [-0.728, 4.010, 0.108], [-1.846, 4.169, 0.364], [1.592, 4.337, 0.621], [3.303, 4.349, 0.485], [1.087, 5.027, 1.792], [0.704, 5.588, 2.724], [0.059, -3.710, -5.119], [-0.081, -4.233, -3.923], [-0.297, -5.414, -3.743], [0.085, -3.301, -2.772], [-0.027, -3.621, -1.433], [-0.337, -5.107, -0.662], [0.184, -2.499, -0.705], [0.435, -1.460, -1.516], [0.375, -1.917, -2.751], [0.582, -0.879, -3.819], [0.519, -1.244, -5.018], [0.781, 0.269, -3.375], [0.099, -2.326, 0.711], [-1.127, -2.500, 1.337], [-1.214, -2.286, 2.702], [-0.088, -1.885, 3.412], [1.124, -1.698, 2.766], [1.228, -1.927, 1.402], [0.278, -2.688, -5.098], [-1.990, -2.780, 0.747], [-2.162, -2.406, 3.210], [-0.165, -1.690, 4.475], [1.985, -1.334, 3.310], [2.146, -1.747, 0.853]],
  "mulliken_spin": [1.11, 0.00, -0.03, -0.04, 0.00, 0.00, 0.00, 0.01, 0.00, 0.00, 0.00, 0.00, 0.01, -0.02, 0.00, 0.00, 0.00, 0.00, 0.00, 0.00, 0.00, 0.00, 0.00, 0.01, 0.01, 0.00, 0.00, 0.00, 0.00, 0.00, 0.00, 0.00, 0.00, 0.00, 0.00, 0.00, 0.00, 0.01, -0.02, 0.00, -0.01, 0.00, 0.00, 0.00, 0.00, 0.00, 0.00, 0.00, 0.00, 0.00, 0.00, 0.00, 0.00, 0.00, 0.00]
}

(3)
{
  "formula": "C23H15LaO5Sb",
  "method": "ωB97M-V/def2-TZVPD",
  "total_charge": 3,
  "e_above_lowest_kcal_mol": 16.7,
  "gap_ev": 3.858,
  "homo_ev": -16.96,
  "e_tot_ev": -41695.3836,
  "species": ["O", "C", "La", "O", "C", "C", "O", "C", "O", "C", "O", "C", "C", "C", "C", "C", "C", "Sb", "C", "C", "C", "C", "C", "C", "C", "C", "C", "C", "C", "C", "H", "H", "H", "H", "H", "H", "H", "H", "H", "H", "H", "H", "H", "H", "H"],
  "coordinates": [[0.186, -0.219, -8.698], [0.027, -0.264, -7.569], [-0.442, -0.400, -2.695], [2.037, -2.775, -4.177], [1.288, -2.072, -3.591], [-1.658, 1.686, -3.469], [-2.101, 2.627, -4.025], [-2.172, -2.040, -3.512], [-2.883, -2.802, -4.066], [1.539, 0.960, -3.646], [2.401, 1.553, -4.218], [-0.824, 4.410, 2.527], [0.286, 4.239, 1.675], [0.587, 2.986, 1.088], [-0.266, 1.895, 1.353], [-1.356, 2.035, 2.221], [-1.631, 3.295, 2.771], [0.125, 0.080, 0.295], [2.097, -0.572, 1.006], [3.108, -0.799, 0.084], [4.461, -0.968, 0.527], [4.744, -0.980, 1.885], [3.691, -0.847, 2.815], [2.389, -0.664, 2.386], [-1.631, -1.168, 0.744], [-1.464, -2.411, 1.374], [-2.554, -3.275, 1.498], [-3.820, -2.905, 1.016], [-3.984, -1.651, 0.443], [-2.901, -0.743, 0.354], [-1.018, 5.382, 2.994], [0.919, 5.100, 1.490], [1.463, 2.872, 0.429], [-2.000, 1.176, 2.475], [-2.487, 3.425, 3.416], [2.878, -0.792, -1.012], [5.279, -1.114, -0.219], [5.758, -1.171, 2.209], [3.924, -0.911, 3.864], [1.589, -0.541, 3.103], [-0.469, -2.712, 1.724], [-2.439, -4.252, 1.982], [-4.675, -3.575, 1.139], [-4.978, -1.362, 0.080], [-3.024, 0.265, -0.069]],
  "lowdin_charge": [0.06, -0.01, 1.44, 0.19, -0.02, -0.01, 0.20, -0.03, 0.19, -0.02, 0.18, -0.02, -0.04, -0.13, -0.40, -0.11, -0.05, 1.42, -0.37, -0.16, -0.05, -0.03, -0.03, -0.10, -0.42, -0.11, -0.03, -0.03, -0.06, -0.16, 0.13, 0.12, 0.10, 0.11, 0.12, 0.06, 0.13, 0.13, 0.12, 0.11, 0.11, 0.13, 0.13, 0.13, 0.10]
}

(4)
{
  "formula": "C23H15N7SSe2SnTe2",
  "method": "ωB97M-V/def2-TZVPD",
  "total_charge": 0,
  "e_above_lowest_kcal_mol": 25.3,
  "gap_ev": 5.268,
  "homo_ev": -6.40,
  "e_tot_ev": -196472.6727,
  "species": ["Sn", "S", "N", "C", "C", "C", "C", "C", "N", "C", "C", "N", "C", "C", "C", "C", "C", "N", "H", "H", "H", "H", "H", "H", "Se", "Te", "Te", "Se", "C", "C", "N", "C", "C", "C", "C", "C", "C", "C", "C", "N", "C", "N", "H", "H", "H", "H", "H", "H", "H", "H", "H"],
  "coordinates": [[0.613, -0.408, 0.069], [0.942, 7.484, 1.622], [0.408, 6.268, 2.539], [0.525, 5.170, 1.810], [0.178, 3.829, 2.236], [-0.357, 3.540, 3.491], [-0.609, 2.227, 3.821], [-0.326, 1.238, 2.882], [0.149, 1.509, 1.680], [0.405, 2.775, 1.347], [0.943, 3.012, -0.006], [1.104, 1.944, -0.814], [1.537, 2.155, -2.050], [1.855, 3.421, -2.541], [1.724, 4.510, -1.717], [1.252, 4.309, -0.419], [1.057, 5.401, 0.519], [1.337, 6.673, 0.284], [-0.554, 4.350, 4.181], [-1.009, 1.954, 4.787], [-0.479, 0.187, 3.108], [1.635, 1.267, -2.664], [2.205, 3.519, -3.558], [1.981, 5.509, -2.041], [1.592, -1.021, -2.480], [2.851, -3.080, -1.783], [3.966, -2.565, 0.744], [2.769, -0.526, 1.714], [-4.452, -1.516, -1.494], [-3.148, -1.074, -1.328], [-2.533, -1.046, -0.148], [-3.206, -1.487, 0.908], [-4.503, -1.989, 0.854], [-5.138, -1.979, -0.385], [-5.174, -2.504, 2.066], [-5.705, -3.714, 2.231], [-5.700, -4.848, 1.283], [-4.683, -5.093, 0.366], [-4.830, -6.196, -0.454], [-5.882, -7.010, -0.382], [-6.775, -6.706, 0.551], [-6.743, -5.678, 1.390], [-4.913, -1.504, -2.472], [-2.557, -0.752, -2.180], [-2.674, -1.472, 1.856], [-6.156, -2.340, -0.471], [-5.237, -1.816, 2.904], [-6.237, -3.927, 3.150], [-3.804, -4.469, 0.304], [-4.077, -6.436, -1.196], [-7.625, -7.374, 0.643]],
  "lowdin_charge": [0.61, 1.02, -0.21, -0.30, -0.08, 0.02, -0.02, -0.13, -0.04, -0.14, -0.13, 0.02, -0.15, -0.01, 0.02, -0.08, -0.30, -0.21, 0.12, 0.11, 0.11, -0.05, 0.12, 0.12, -0.25, 0.09, 0.08, -0.30, -0.05, -0.14, 0.01, -0.11, -0.23, -0.03, -0.04, -0.03, -0.28, 0.00, -0.12, 0.08, -0.21, 0.12, 0.11, 0.11, 0.11, 0.13, 0.11, 0.11, 0.11, 0.11, 0.11]
}

(5)
{
  "formula": "C23H15O5PTi",
  "method": "ωB97M-V/def2-TZVPD",
  "spin_multiplicity": 3,
  "s2": 2.03,
  "total_charge": 2,
  "gap_ev": [5.174, 5.651],
  "homo_ev": [-15.15, -15.16],
  "e_tot_ev": -66716.1489,
  "species": ["O", "C", "Ti", "O", "C", "C", "O", "C", "O", "C", "O", "C", "C", "C", "C", "C", "C", "P", "C", "C", "C", "C", "C", "C", "C", "C", "C", "C", "C", "C", "H", "H", "H", "H", "H", "H", "H", "H", "H", "H", "H", "H", "H", "H", "H"],
  "coordinates": [[4.471, -0.568, -2.208], [3.569, 0.047, -1.818], [1.334, 2.289, -0.539], [3.647, 4.293, -1.754], [2.884, 3.507, -1.358], [0.209, 3.472, 0.236], [-0.556, 4.156, 0.821], [2.736, 1.899, 0.902], [3.377, 1.843, 1.880], [0.840, 2.054, -2.505], [0.369, 2.037, -3.581], [1.281, -4.370, -0.201], [1.660, -3.534, -1.247], [1.341, -2.180, -1.216], [0.651, -1.663, -0.094], [0.240, -2.521, 0.940], [0.571, -3.869, 0.882], [0.246, 0.155, -0.145], [-1.386, 0.140, -1.113], [-2.093, 1.321, -1.224], [-3.174, 1.417, -2.059], [-3.560, 0.332, -2.816], [-2.898, -0.879, -2.704], [-1.802, -0.987, -1.849], [-0.134, 0.390, 1.642], [-1.398, 0.905, 2.007], [-1.631, 1.189, 3.372], [-0.631, 0.943, 4.322], [0.580, 0.416, 3.924], [0.836, 0.142, 2.605], [1.532, -5.425, -0.244], [2.212, -3.924, -2.104], [1.589, -1.507, -2.058], [-0.352, -2.126, 1.773], [0.258, -4.513, 1.691], [-1.744, 2.212, -0.648], [-3.715, 2.337, -2.146], [-4.386, 0.404, -3.545], [-3.184, -1.757, -3.282], [-1.243, -1.962, -1.747], [-2.189, 1.088, 1.243], [-2.624, 1.615, 3.642], [-0.851, 1.203, 5.355], [1.329, 0.234, 4.670], [1.790, -0.253, 2.296]],
  "mulliken_spin": [0.00, 0.00, 1.70, 0.07, -0.01, -0.04, 0.25, -0.01, 0.08, -0.01, 0.06, 0.00, 0.00, 0.00, -0.01, 0.00, 0.00, -0.05, -0.02, 0.03, 0.01, 0.00, 0.00, 0.00, -0.04, 0.00, 0.00, -0.02, 0.01, 0.00, 0.00, 0.00, 0.00, 0.00, 0.00, -0.01, 0.00, 0.00, 0.00, 0.00, 0.00, 0.00, 0.00, 0.00, 0.00]
}

(6)
{
  "formula": "C23H16Br2FN5O6Re",
  "method": "ωB97M-V/def2-TZVPD",
  "spin_multiplicity": 2,
  "s2": 0.79,
  "total_charge": 2,
  "gap_ev": [5.951, 5.967],
  "homo_ev": [-13.46, -13.46],
  "e_tot_ev": -188763.9078,
  "species": ["Re", "O", "C", "O", "C", "C", "C", "N", "C", "C", "C", "C", "C", "C", "C", "N", "C", "C", "C", "C", "C", "N", "H", "H", "H", "H", "H", "H", "H", "H", "H", "H", "Br", "C", "Br", "H", "H", "F", "C", "C", "N", "C", "C", "O", "O", "C", "O", "N", "C", "O", "H", "H", "H", "H"],
  "coordinates": [[-0.044, 0.235, -0.035], [-0.906, 7.860, 0.677], [-0.090, 7.862, -0.150], [0.736, 7.838, -0.968], [0.208, 4.936, 0.187], [-0.637, 4.321, 1.068], [-0.658, 2.931, 0.998], [0.085, 2.273, 0.082], [1.004, 2.919, -0.667], [1.084, 4.309, -0.653], [1.960, 2.005, -1.288], [2.936, 2.367, -2.199], [3.850, 1.414, -2.623], [3.772, 0.128, -2.107], [2.760, -0.181, -1.218], [1.855, 0.727, -0.831], [-1.272, 2.024, 1.966], [-2.175, 2.390, 2.948], [-2.580, 1.443, 3.877], [-2.049, 0.162, 3.811], [-1.172, -0.150, 2.790], [-0.811, 0.748, 1.865], [-1.209, 4.867, 1.806], [1.823, 4.849, -1.230], [2.976, 3.380, -2.572], [4.617, 1.676, -3.338], [4.482, -0.634, -2.394], [2.669, -1.172, -0.800], [-2.557, 3.401, 2.983], [-3.291, 1.708, 4.647], [-2.316, -0.589, 4.540], [-0.733, -1.134, 2.702], [-0.579, -0.028, -2.780], [-2.480, 0.128, -2.455], [-2.774, -0.035, -0.550], [-3.001, -0.672, -2.968], [-2.814, 1.106, -2.778], [-2.922, -6.011, 0.817], [-1.823, -5.630, 0.168], [-0.849, -4.962, 0.798], [0.287, -4.550, 0.142], [1.239, -3.682, 0.786], [0.823, -2.224, 0.665], [1.405, -1.321, 1.307], [-0.114, -1.917, -0.134], [0.452, -4.733, -1.233], [1.386, -4.240, -1.830], [-0.531, -5.484, -1.818], [-1.727, -5.960, -1.256], [-2.548, -6.542, -1.910], [-0.930, -4.732, 1.852], [2.193, -3.779, 0.268], [1.382, -3.951, 1.831], [-0.395, -5.690, -2.799]],
  "mulliken_spin": [0.01, 0.01, -0.01, 0.01, 0.77, 0.05, 0.04, -0.03, 0.04, 0.05, 0.01, 0.00, 0.00, 0.00, 0.00, 0.00, 0.00, 0.00, 0.00, 0.00, -0.01, 0.00, 0.03, 0.03, 0.00, 0.00, 0.00, 0.00, 0.00, 0.00, 0.00, 0.00, 0.00, 0.00, 0.00, 0.00, 0.00, 0.00, 0.00, 0.00, 0.00, 0.00, 0.00, 0.00, 0.00, 0.00, 0.00, 0.00, 0.00, 0.00, 0.00, 0.00, 0.00, 0.00]
}

Q: What is the formula in the first record?
A: C23H15BrN2OZn